{"formula": "C60H50N10O20", "method": "wB97M-V/def2-TZVPD", "relative_energy_kj_mol": 457.24, "total_charge": 0, "homo_lumo_gap_ev": 8.440, "lumo_energy_ev": -1.54, "smiles": "O=[N+]([O-])c1ccccc1.O=[N+]([O-])c1ccccc1.O=[N+]([O-])c1ccccc1.O=[N+]([O-])c1ccccc1.O=[N+]([O-])c1ccccc1.O=[N+]([O-])c1ccccc1.O=[N+]([O-])c1ccccc1.O=[N+]([O-])c1ccccc1.O=[N+]([O-])c1ccccc1.O=[N+]([O-])c1ccccc1", "spin_multiplicity": 1, "symbols": ["O", "N", "O", "C", "C", "C", "C", "C", "C", "H", "H", "H", "H", "H", "O", "N", "O", "C", "C", "C", "C", "C", "C", "H", "H", "H", "H", "H", "O", "N", "O", "C", "C", "C", "C", "C", "C", "H", "H", "H", "H", "H", "O", "N", "O", "C", "C", "C", "C", "C", "C", "H", "H", "H", "H", "H", "O", "N", "O", "C", "C", "C", "C", "C", "C", "H", "H", "H", "H", "H", "O", "N", "O", "C", "C", "C", "C", "C", "C", "H", "H", "H", "H", "H", "O", "N", "O", "C", "C", "C", "C", "C", "C", "H", "H", "H", "H", "H", "O", "N", "O", "C", "C", "C", "C", "C", "C", "H", "H", "H", "H", "H", "O", "N", "O", "C", "C", "C", "C", "C", "C", "H", "H", "H", "H", "H", "O", "N", "O", "C", "C", "C", "C", "C", "C", "H", "H", "H", "H", "H"], "xyz": [[1.50867, 2.05956, -0.12240], [1.35938, 0.88484, -0.03308], [2.19394, 0.07936, -0.22236], [0.01121, 0.41254, 0.33389], [-0.99263, 1.32321, 0.73476], [-2.25055, 0.86740, 1.05253], [-2.58604, -0.48458, 0.95355], [-1.65135, -1.41241, 0.53154], [-0.37095, -0.94693, 0.17240], [-0.73990, 2.35168, 0.94638], [-3.10781, 1.42179, 1.40492], [-3.56727, -0.77227, 1.30117], [-1.98424, -2.43874, 0.57908], [0.36664, -1.68670, -0.10164], [-5.99672, -3.68694, -1.46953], [-4.85459, -3.73396, -0.98005], [-4.64398, -3.79297, 0.21807], [-3.74416, -3.66289, -1.95376], [-2.48217, -4.19575, -1.62500], [-1.42006, -4.27277, -2.54907], [-1.70863, -3.89199, -3.85933], [-2.97539, -3.43738, -4.19716], [-3.97780, -3.28760, -3.28209], [-2.32372, -4.48223, -0.59582], [-0.37536, -4.48448, -2.37533], [-0.99706, -3.84103, -4.67018], [-3.13090, -3.04223, -5.19017], [-4.94006, -3.05611, -3.71437], [2.89932, -4.32897, -1.41681], [2.17899, -4.38649, -0.42038], [1.06564, -3.88128, -0.41731], [2.74265, -4.88806, 0.81572], [4.01774, -5.45622, 0.83356], [4.62879, -5.87552, 2.05860], [3.85349, -6.04171, 3.18930], [2.58052, -5.50707, 3.12977], [2.06199, -5.03566, 1.99386], [4.58818, -5.42700, -0.08304], [5.61282, -6.31805, 2.10605], [4.13521, -6.40056, 4.16822], [2.04621, -5.51425, 4.06831], [1.00451, -4.82681, 2.06122], [-5.86295, 9.18058, 4.23353], [-6.54664, 8.14073, 4.33893], [-7.73093, 8.15921, 4.73514], [-5.94716, 6.83960, 4.04362], [-6.50646, 5.68166, 4.53014], [-5.92772, 4.46004, 4.18207], [-4.83493, 4.39944, 3.33133], [-4.19478, 5.54577, 2.88492], [-4.74139, 6.77129, 3.29342], [-7.46403, 5.66134, 5.02921], [-6.31988, 3.52601, 4.55648], [-4.37927, 3.47029, 3.02237], [-3.27866, 5.48845, 2.31585], [-4.37866, 7.71240, 2.90724], [-0.13688, -2.52996, 5.87450], [-0.72988, -3.07015, 4.89833], [-0.18132, -3.68453, 3.97818], [-2.20657, -3.05726, 4.91328], [-2.96233, -2.67713, 6.08444], [-4.28093, -2.79131, 6.23511], [-5.04273, -3.30684, 5.23974], [-4.43324, -3.66767, 3.98917], [-3.02693, -3.59708, 3.91220], [-2.37976, -2.29461, 6.90948], [-4.69076, -2.32174, 7.11712], [-6.10667, -3.25490, 5.41790], [-5.08657, -4.07413, 3.23131], [-2.53387, -3.92957, 3.01068], [4.44574, -0.46746, -6.99451], [3.56442, 0.35333, -7.04260], [2.99180, 0.66718, -8.13909], [3.24258, 1.07130, -5.71476], [2.58246, 2.33494, -5.69507], [2.34427, 2.95934, -4.44897], [2.76495, 2.30657, -3.28058], [3.41543, 1.04631, -3.28174], [3.58876, 0.43672, -4.47216], [2.34766, 2.90611, -6.58109], [1.87737, 3.92438, -4.31819], [2.69689, 2.78627, -2.31535], [3.78944, 0.61604, -2.36447], [4.00682, -0.55864, -4.44266], [-9.05387, -0.02733, 2.58757], [-7.90292, -0.02173, 2.48963], [-7.27119, -0.31659, 1.42839], [-7.12883, 0.42464, 3.71323], [-7.74528, 0.84975, 4.85949], [-7.00380, 1.20623, 5.97536], [-5.63284, 1.02916, 5.93125], [-4.96487, 0.64775, 4.76366], [-5.73075, 0.38690, 3.63412], [-8.82153, 0.79543, 4.93101], [-7.45925, 1.51396, 6.90504], [-5.06224, 1.15824, 6.83908], [-3.90516, 0.49884, 4.61790], [-5.10972, 0.17227, 2.77700], [2.30390, -3.62569, -7.32564], [1.68132, -2.61519, -7.51971], [1.40579, -2.16559, -8.62015], [1.08973, -1.97597, -6.30838], [1.45238, -2.39580, -4.97000], [0.95219, -1.77910, -3.84245], [0.14416, -0.67601, -4.00445], [-0.18907, -0.19933, -5.25994], [0.24741, -0.85031, -6.43973], [2.18195, -3.17486, -4.80514], [1.15998, -2.14332, -2.84717], [-0.13824, -0.09355, -3.13993], [-0.76795, 0.69153, -5.45404], [-0.05946, -0.49936, -7.41393], [8.66710, 1.64041, -0.46394], [8.48993, 1.27866, -1.64124], [9.16776, 1.61763, -2.62033], [7.42419, 0.27682, -1.92844], [6.52584, -0.10140, -0.90982], [5.57758, -1.06648, -1.04774], [5.53561, -1.73461, -2.24801], [6.39835, -1.40314, -3.33279], [7.31623, -0.42031, -3.10369], [6.53924, 0.50613, -0.01700], [4.87336, -1.19514, -0.23909], [4.77973, -2.46692, -2.49045], [6.40119, -1.96118, -4.25745], [7.99959, -0.13192, -3.88870], [8.31660, 6.56516, -1.29949], [7.34926, 7.10552, -0.78132], [7.26937, 8.29491, -0.56430], [6.20399, 6.25879, -0.43714], [6.04512, 4.95440, -0.91541], [4.91542, 4.25634, -0.51013], [3.90809, 4.92073, 0.16618], [3.97498, 6.20951, 0.59328], [5.13043, 6.86439, 0.27730], [6.82970, 4.45461, -1.46409], [4.68240, 3.26320, -0.86478], [2.97052, 4.46868, 0.45429], [3.14281, 6.74613, 1.02449], [5.11251, 7.91903, 0.50931]], "forces_ev_per_angstrom": [[0.294, 2.561, -0.099], [-2.712, -0.242, 0.753], [2.317, -2.440, -0.537], [-2.657, -1.142, -0.226], [1.072, 0.181, 0.432], [-0.876, -1.189, -0.099], [0.578, 0.378, 0.139], [0.121, 1.055, 0.180], [0.566, 0.106, 0.625], [0.105, 0.118, -0.347], [0.511, 1.021, 0.021], [-0.117, -0.298, -0.213], [0.618, -0.248, -0.445], [0.165, 0.105, -0.206], [1.743, -0.151, 0.710], [-1.880, 0.619, -0.873], [0.560, -0.120, -0.373], [1.111, -1.079, -0.810], [0.225, 0.496, 0.491], [-1.051, 0.754, -1.007], [-0.433, 0.363, 0.059], [0.779, 0.624, -0.281], [-0.915, -0.700, 0.399], [0.043, -0.129, 0.093], [-0.225, -0.444, 0.822], [0.470, -0.343, 0.279], [-0.140, -0.296, -0.210], [-0.253, 0.410, 0.710], [-0.255, -0.604, 0.823], [0.334, 1.511, -1.125], [-0.061, -0.620, 0.564], [1.732, -2.169, 0.582], [1.292, 0.959, 0.506], [-0.671, -1.317, -1.086], [-0.279, 1.525, -0.144], [0.914, -1.206, 2.084], [-3.441, 1.447, -0.834], [0.198, -0.106, 0.029], [0.262, 0.292, -0.582], [0.737, -0.261, -0.266], [-0.641, 0.030, -0.273], [-0.103, 0.618, -0.323], [-0.932, -2.250, -0.116], [-1.103, 2.228, 0.929], [2.113, -0.401, -0.812], [1.758, -0.459, -0.670], [-0.610, -0.772, -0.415], [0.197, -0.010, -0.241], [0.691, 0.007, 0.085], [-0.951, 1.050, 1.064], [-0.937, 0.387, -0.407], [0.142, 0.326, 0.349], [-0.282, 0.054, 0.032], [-0.304, -0.375, 0.194], [-0.116, 0.141, -0.176], [0.338, 0.037, 0.162], [-1.396, -1.245, -2.627], [0.838, 0.102, 1.259], [-0.600, 1.064, 1.199], [-3.318, -0.310, 1.626], [5.140, 0.303, -0.594], [-0.783, 0.704, 0.688], [-0.289, -0.037, -2.482], [-0.091, 0.211, 2.738], [0.536, 0.099, -1.049], [0.108, 0.180, 0.074], [-0.350, -0.423, 0.173], [-0.241, -0.501, -0.523], [0.444, 0.045, -0.386], [-0.054, -0.116, -0.214], [-0.086, -0.248, 0.383], [-0.977, 1.377, -1.805], [0.973, -0.280, 3.557], [-0.984, 0.539, 0.603], [0.796, -0.652, 0.509], [0.726, -1.621, 0.561], [0.639, -0.263, 0.035], [-1.047, 2.178, 0.237], [0.273, -0.748, -2.740], [-0.034, -0.428, -0.324], [-0.021, 0.062, -0.482], [-0.363, 0.254, 0.003], [-0.190, -0.125, 0.037], [0.193, -0.010, -0.533], [-4.292, -0.178, 0.367], [4.932, 0.115, -1.801], [-0.869, 0.657, 2.660], [1.777, -0.345, -1.426], [-1.200, -0.270, 0.212], [0.592, -0.530, -0.249], [0.999, 0.024, 0.282], [-1.313, -0.002, -0.300], [0.396, 0.137, 0.350], [-0.128, 0.245, -0.179], [-0.217, -0.003, -0.102], [0.089, 0.233, 0.093], [0.163, 0.222, 0.666], [-0.852, -0.325, -0.533], [0.759, -0.539, 0.150], [-1.308, 0.090, 0.011], [0.151, 0.187, 0.751], [-0.124, 1.326, 1.969], [0.291, -0.246, -1.758], [-0.218, -0.048, -0.614], [-0.277, 1.152, -0.062], [0.313, -0.586, -1.466], [0.573, -1.022, 0.906], [-0.074, -0.297, -0.416], [0.333, -0.092, -0.006], [-0.297, -0.070, 0.161], [-0.155, 0.100, 0.537], [0.164, 0.030, -0.049], [-0.448, -0.505, -2.255], [0.715, 0.003, -0.179], [-0.893, -0.163, 1.676], [-1.430, -1.083, 1.907], [1.474, 2.408, 0.508], [-0.185, -0.105, -0.339], [-0.075, -0.478, -2.241], [-0.925, -0.636, 2.148], [1.848, 1.258, -1.590], [0.152, -0.124, 0.280], [-0.098, -0.359, -0.104], [-0.160, -0.275, 0.436], [-0.205, 0.110, -0.037], [0.130, -0.085, -0.194], [-0.516, 0.021, 0.279], [0.642, -0.393, -0.600], [-0.088, 0.072, 0.178], [-2.166, 0.195, 0.536], [0.772, 0.146, 0.936], [-0.691, 0.471, -0.606], [-1.430, -1.233, 0.812], [0.892, 0.434, -0.684], [1.275, 1.210, -0.544], [0.069, 0.178, -0.157], [0.408, -0.193, 0.041], [0.013, -0.894, -0.406], [0.032, -0.181, 0.211], [0.790, 0.100, -0.010]], "lowdin_charge": [0.08, -0.39, 0.10, -0.11, 0.00, -0.07, -0.07, -0.04, 0.02, 0.11, 0.09, 0.10, 0.09, 0.08, 0.07, -0.33, 0.05, -0.13, 0.00, -0.04, -0.07, -0.08, -0.01, 0.10, 0.09, 0.10, 0.11, 0.12, 0.06, -0.31, 0.05, -0.14, 0.03, -0.04, -0.06, -0.09, -0.04, 0.11, 0.10, 0.11, 0.11, 0.11, 0.06, -0.31, 0.06, -0.15, 0.00, -0.05, -0.08, -0.06, 0.01, 0.12, 0.08, 0.09, 0.11, 0.11, 0.06, -0.30, 0.06, -0.11, -0.03, -0.13, -0.05, -0.02, -0.01, 0.11, 0.12, 0.11, 0.10, 0.10, 0.08, -0.31, 0.03, -0.08, 0.00, -0.06, -0.06, -0.07, -0.03, 0.11, 0.10, 0.08, 0.09, 0.09, 0.13, -0.35, 0.04, -0.12, -0.02, -0.07, -0.08, -0.07, -0.01, 0.12, 0.11, 0.11, 0.11, 0.09, 0.08, -0.36, 0.08, -0.11, -0.01, -0.10, -0.08, -0.06, 0.01, 0.11, 0.10, 0.10, 0.11, 0.12, 0.06, -0.31, 0.07, -0.12, -0.02, -0.09, -0.06, -0.05, -0.03, 0.12, 0.11, 0.10, 0.12, 0.12, 0.08, -0.36, 0.08, -0.11, 0.01, -0.06, -0.09, -0.08, 0.00, 0.12, 0.09, 0.10, 0.12, 0.12]}